17
Properties=species:S:1:pos:R:3 method="wB97M-V/def2-TZVPD" max_force_ha_per_bohr=0.07410 de_lowest_kj_mol=421.56 orbital_gap_ha=0.31336 e_homo_ev=-11.73 total_charge=+1
C 1.616 -1.604 -0.867
C -0.962 1.029 1.127
C -0.491 0.374 -1.138
N -1.368 -0.678 -1.274
N 0.284 1.090 1.861
S 1.226 0.180 -1.015
H 2.511 -1.626 -0.393
H 1.376 -2.209 -1.701
H 1.058 -1.869 -0.007
H -1.256 2.098 1.032
H -1.734 0.305 1.584
H -1.055 1.287 -1.397
H -0.836 -1.450 -1.686
H -2.168 -0.412 -1.888
H 1.044 0.940 1.013
H 0.474 0.402 2.602
H 0.280 2.145 2.146